Density functional theory data (ωB97M-V/def2-TZVPD) for a single C26H33N3O5 molecule.

As for the energy relative to the best compared isomer or geometry (same formula, charge and spin): 160.0 kJ/mol. Its SMILES is COc1cc(C(=O)N[C@@H]2C[C@H]3CCC[C@@H](C2)N3CC(=O)Nc2ccccc2)cc(OC)c1OC. As for the largest force on an atom: 0.70 eV Å⁻¹. The HOMO energy is -8.39 eV. Its total energy is -1551.0298 a.u.

The geometry in ORCA input format:
```
! RIJCOSX wB97M-V def2-TZVPD def2/J DEFGRID3
* xyz 0 1
C 1.882 0.525 -7.150
O 1.489 0.503 -5.795
C 2.229 1.098 -4.820
C 1.567 1.164 -3.593
C 2.169 1.736 -2.488
C 1.503 1.861 -1.160
O 1.795 2.737 -0.366
N 0.567 0.921 -0.895
C -0.178 0.887 0.347
C 0.134 -0.402 1.114
C -0.856 -0.702 2.253
C -0.715 0.218 3.472
C -1.176 1.649 3.202
C -2.495 1.670 2.431
C -2.554 0.661 1.276
C -1.676 1.014 0.063
N -2.246 -0.651 1.818
C -2.664 -1.786 1.025
C -2.891 -3.020 1.907
O -2.787 -4.147 1.477
N -3.240 -2.668 3.168
C -3.515 -3.468 4.277
C -3.550 -4.858 4.211
C -3.832 -5.590 5.350
C -4.081 -4.957 6.556
C -4.047 -3.574 6.622
C -3.766 -2.831 5.491
C 3.454 2.254 -2.604
C 4.144 2.174 -3.801
O 5.428 2.614 -3.956
C 6.066 3.220 -2.857
C 3.534 1.600 -4.937
O 4.188 1.470 -6.139
C 4.939 2.565 -6.626
H 1.066 0.037 -7.684
H 1.994 1.547 -7.520
H 2.810 -0.025 -7.313
H 0.556 0.789 -3.573
H 0.409 0.182 -1.561
H 0.181 1.758 0.897
H 1.147 -0.354 1.516
H 0.104 -1.238 0.408
H -0.657 -1.727 2.592
H 0.322 0.218 3.810
H -1.325 -0.206 4.273
H -0.409 2.197 2.659
H -1.314 2.165 4.155
H -2.685 2.673 2.046
H -3.306 1.417 3.118
H -3.596 0.635 0.927
H -1.902 2.026 -0.275
H -1.935 0.326 -0.748
H -3.625 -1.554 0.555
H -1.968 -2.074 0.225
H -3.227 -1.663 3.323
H -3.355 -5.349 3.273
H -3.857 -6.668 5.292
H -4.301 -5.536 7.440
H -4.240 -3.070 7.558
H -3.740 -1.751 5.542
H 3.890 2.702 -1.727
H 7.055 3.502 -3.216
H 6.169 2.524 -2.019
H 5.531 4.115 -2.524
H 4.447 3.516 -6.409
H 4.994 2.423 -7.707
H 5.948 2.578 -6.209
*
```